Here is a cluster of 2 separate species, C3H3Cl3O in total from the OMol25 dataset. Energies are from ωB97M-V/def2-TZVPD.

- F_max: 4.9 eV/Å
- Energy above the lowest of the compared OMol25 structures with the same formula, charge and spin: 0.000 eV
- M: 161.42 g/mol
- DFT total energy: -42769.5775 eV
- HOMO level (spin up / spin down): -6.65 / -10.68 eV
- HOMO-LUMO gap (spin up / spin down): 7.330 / 8.173 eV

Structure (ORCA input):
```
! RIJCOSX wB97M-V def2-TZVPD def2/J DEFGRID3
* xyz 0 3
C 2.137 0.214 -0.203
C 0.871 -0.066 0.085
C -1.965 -0.061 0.038
O -0.139 0.623 -0.393
Cl -2.802 1.413 0.135
Cl -1.751 -0.908 1.494
Cl -2.300 -1.032 -1.328
H 2.938 -0.343 0.245
H 2.383 1.035 -0.852
H 0.628 -0.876 0.777
*
```